Formula: C2H4NO2P
Source: OMol25
Level of theory: ωB97M-V with the def2-TZVPD basis set

Values from the calculation:
Orbital gap (spin up / spin down): 7.66 / 7.70 eV
Relative energy (zero: lowest compared OMol25 entry of this formula, charge and spin): 125.9 kcal/mol

ORCA input file:
```
! RIJCOSX wB97M-V def2-TZVPD def2/J DEFGRID3
* xyz 0 1
O 3.7373 0.7427 -1.8997
N 3.5738 0.6501 -0.7352
P 4.1488 0.4667 0.7278
O 3.3027 0.5601 1.9378
C 0.3822 0.5417 -0.1603
C 0.2396 -0.7902 -0.0452
H 0.9964 1.2115 0.4650
H -0.2693 0.9664 -0.9610
H -0.5766 -1.5402 -0.5082
H 0.7150 -1.3201 0.6647
*
```

Formula: C26H49ClFIN3O3
Source: OMol25
Level of theory: ωB97M-V with the def2-TZVPD basis set

Values from the calculation:
Orbital gap: 7.32 eV
Relative energy (zero: lowest compared OMol25 entry of this formula, charge and spin): 0.0 kcal/mol

ORCA input file:
```
! RIJCOSX wB97M-V def2-TZVPD def2/J DEFGRID3
* xyz 1 1
C 2.3387 -4.4305 -4.2289
C 1.4479 -3.3215 -4.8055
C 0.7646 -2.5512 -3.6692
C 0.3848 -1.1040 -4.0340
C 1.1010 -0.0436 -3.1675
C 0.2253 1.1587 -2.8355
C -0.5867 1.0172 -1.5266
C -0.4463 2.2159 -0.5656
C 0.1437 2.0402 0.8301
N 1.4196 1.2803 1.0496
I 2.8053 1.9732 -0.4329
C 2.0496 1.6678 2.3768
C 2.0328 0.6142 3.5001
C 3.1421 1.1096 4.4848
C 3.3059 0.2434 5.7044
O 2.8589 0.5044 6.8247
Cl 4.2940 -1.2398 5.5039
O 0.7853 0.4822 4.1407
C 0.3745 1.5500 4.9804
C -1.1622 1.6820 5.0069
C -1.8830 0.6876 4.1280
O -1.5119 3.0208 4.6768
N 2.3911 -0.7032 3.0510
C 2.5730 -0.8323 1.6144
C 2.8679 -2.2620 1.1911
C 1.3470 -0.2273 0.9000
C 0.0306 -0.8258 1.3387
C -0.2714 -2.1931 0.7229
C -1.7522 -2.5306 0.8567
F 0.1533 -2.2535 -0.5875
H 2.3517 -5.3186 -4.8471
H 1.9098 -4.7305 -3.2795
H 3.3449 -4.0808 -4.0448
H 2.0193 -2.6472 -5.4319
H 0.6947 -3.8004 -5.4188
H 1.4637 -2.5515 -2.8439
H -0.1339 -3.0808 -3.3821
H -0.6782 -0.9760 -3.8556
H 0.6024 -0.8888 -5.0684
H 1.5456 -0.5217 -2.2976
H 1.9362 0.3279 -3.7572
H 0.8344 2.0548 -2.7976
H -0.4590 1.3123 -3.6622
H -1.6201 0.9783 -1.8468
H -0.3844 0.0422 -1.0997
H 0.0136 3.0286 -1.1108
H -1.4458 2.5843 -0.3615
H 0.3293 3.0426 1.1932
H -0.6255 1.6597 1.4850
H 3.0860 1.8884 2.2074
H 1.6034 2.5706 2.7715
H 4.0660 1.0415 3.9210
H 3.0262 2.1505 4.7582
H 0.7047 1.4004 6.0001
H 0.7592 2.5160 4.6668
H -1.4872 1.4916 6.0243
H -1.6660 -0.3244 4.4370
H -2.9476 0.8709 4.1877
H -1.5580 0.8054 3.1000
H -1.9523 3.4119 5.4282
H 1.7792 -1.4090 3.4291
H 3.4643 -0.2650 1.3665
H 2.4683 -2.4552 0.2042
H 3.9369 -2.4001 1.1266
H 2.4887 -2.9842 1.8997
H 1.4765 -0.4480 -0.1490
H -0.0459 -0.9745 2.4064
H -0.8256 -0.2150 1.0798
H 0.2763 -2.9491 1.2714
H -1.8550 -3.5622 1.1571
H -2.2486 -2.4227 -0.0995
H -2.1884 -1.8854 1.6038
C -4.8080 1.8110 -2.5567
C -5.3149 2.1388 -3.9559
C -4.5993 1.3450 -5.0558
C -3.1638 1.6276 -5.0668
N -2.0369 1.8620 -5.0787
H -3.7537 2.0729 -2.4473
H -5.3649 2.3734 -1.8076
H -4.9227 0.7480 -2.3346
H -5.1943 3.2069 -4.1424
H -6.3822 1.9232 -4.0131
H -5.0051 1.6024 -6.0337
H -4.7372 0.2731 -4.9077
*
```

Formula: C5H9NO3
Source: OMol25
Level of theory: ωB97M-V with the def2-TZVPD basis set

Values from the calculation:
Orbital gap (spin up / spin down): 5.99 / 5.99 eV
Relative energy (zero: lowest compared OMol25 entry of this formula, charge and spin): 122.9 kcal/mol

ORCA input file:
```
! RIJCOSX wB97M-V def2-TZVPD def2/J DEFGRID3
* xyz 0 1
C -1.1939 1.4469 0.2886
N -0.2872 0.4233 0.8734
C 1.1715 0.8758 0.9437
O 1.8963 0.3395 1.7411
H -0.6152 0.1510 1.8053
H 1.3642 1.8017 0.3888
H -0.8551 1.6633 -0.7211
H -1.1696 2.3329 0.9232
H -2.2018 1.0427 0.2678
C 1.0247 -0.3419 -1.1286
C -0.1436 -0.9259 0.0092
C -1.3067 -1.4867 -0.5276
O 2.1287 -1.1332 -1.2303
O 0.7451 0.4329 -2.0142
H 2.2765 -1.6148 -0.4040
H 0.4311 -1.5790 0.6647
H -1.9780 -0.8835 -1.1260
H -1.2870 -2.5449 -0.7542
*
```

> Which of these has the lowest relative energy (zero: lowest compared OMol25 entry of this formula, charge and spin)?

C26H49ClFIN3O3

> Which formula does entry 3 have?

C5H9NO3

> What is the relative energy (zero: lowest compared OMol25 entry of this formula, charge and spin) in the second record?

0.0 kcal/mol